# C6H7S4

A 2-piece molecular cluster, C6H7S4 overall in a non-equilibrium geometry (the ωB97M-V functional and the def2-TZVPD basis, OMol25).

```
17
Properties=species:S:1:pos:R:3:forces:R:3
C -0.699 1.611 0.894 -0.862 1.918 2.120
C -1.422 4.021 -0.852 1.733 1.010 -0.947
C -0.840 2.498 1.735 0.274 -1.261 -1.715
C 0.599 0.586 -0.907 -1.149 0.659 -0.666
C -0.148 -0.666 1.184 -1.760 2.964 4.000
C -0.548 0.388 0.155 0.827 -0.264 -1.186
S -2.706 3.139 -0.914 -0.364 0.161 0.013
S 1.172 4.423 1.924 1.318 0.744 0.096
S -0.069 4.825 -0.988 -1.777 -0.938 0.446
S -0.713 4.025 2.459 -0.750 -0.462 0.201
H 1.320 1.210 -0.464 1.384 0.334 0.934
H 0.355 1.224 -1.767 -0.865 -0.078 0.179
H 1.058 -0.265 -1.390 -0.018 -0.776 0.476
H -0.018 -1.577 0.792 0.734 -3.592 -1.511
H -0.992 -0.733 1.985 1.032 -0.064 -1.498
H 0.689 -0.366 1.887 -0.505 -0.123 -1.454
H -1.513 0.170 -0.375 0.748 -0.231 0.513
```
Forces are in eV/Å.

HOMO energy = -0.094 Eh
strongest force on any atom = 5.28 eV Å⁻¹
charge = -1
2S+1 = 1
LUMO = 2.948 eV
orbital gap = 5.51 eV

Per-atom natural (NBO) charges, elementary charge units: atom 1 (C): -0.079, atom 2 (C): -0.376, atom 3 (C): -0.240, atom 4 (C): -0.612, atom 5 (C): -0.581, atom 6 (C): -0.300, atom 7 (S): 0.070, atom 8 (S): -0.674, atom 9 (S): 0.211, atom 10 (S): 0.125, atom 11 (H): 0.228, atom 12 (H): 0.212, atom 13 (H): 0.194, atom 14 (H): 0.183, atom 15 (H): 0.204, atom 16 (H): 0.223, atom 17 (H): 0.214